Record 1
Here is a cluster of 12 separate species, C42H53F10NO34 in total at a distorted geometry from the OMol25 dataset. Energies are from wB97M-V/def2-TZVPD.

Values from the calculation:
**Highest occupied orbital energy**: -8.6 eV
**LUMO**: -0.56 eV
**Largest force on an atom**: 7.70 eV/A
**Relative energy (zero: lowest compared OMol25 entry of this formula, charge and spin)**: 0.00 kJ/mol

CARTESIAN COORDINATES (ANGSTROEM)
C1 -0.02 1.27 3.40
C2 -1.42 1.76 3.39
C3 -1.46 2.87 2.40
C4 -2.35 0.63 2.82
C5 -2.85 -0.34 3.76
C6 -3.39 0.40 5.04
C7 -2.45 1.27 5.80
C8 -3.33 1.97 6.88
C9 -1.32 0.43 6.44
N1 -1.94 2.25 4.73
O1 -1.28 3.27 5.08
H1 0.49 1.15 2.44
H2 0.72 1.87 3.92
H3 0.13 0.29 3.83
H4 -2.49 3.24 2.36
H5 -0.87 3.74 2.68
H6 -1.19 2.58 1.38
H7 -3.23 1.10 2.37
H8 -1.86 0.10 2.00
H9 -3.61 -0.91 3.23
H10 -2.01 -1.00 3.98
H11 -3.67 -0.44 5.68
H12 -4.32 0.91 4.81
H13 -4.20 2.42 6.40
H14 -2.68 2.70 7.37
H15 -3.68 1.26 7.63
H16 -0.86 -0.21 5.69
H17 -1.64 -0.24 7.24
H18 -0.56 1.10 6.84
H19 -0.51 2.89 5.50
O2 -0.68 -3.86 3.40
C10 0.29 -3.09 3.63
O3 0.79 -2.77 4.84
C11 1.92 -1.93 4.74
C12 2.21 -1.87 3.25
F1 3.33 -2.61 3.00
O4 1.09 -2.64 2.75
H20 1.57 -1.01 5.21
H21 2.81 -2.31 5.23
H22 2.15 -0.94 2.69
O5 -2.78 6.24 -1.76
C13 -1.66 6.08 -1.30
O6 -0.53 6.57 -1.95
C14 0.51 5.91 -1.29
C15 0.04 5.73 0.15
F2 0.35 6.86 0.85
O7 -1.40 5.66 -0.07
H23 0.63 4.97 -1.81
H24 1.51 6.32 -1.46
H25 0.42 4.85 0.66
O8 -1.78 -3.14 -0.97
C16 -2.42 -3.56 0.03
O9 -3.48 -2.98 0.56
C17 -3.85 -3.66 1.74
C18 -3.31 -5.04 1.38
F3 -4.07 -5.74 0.53
O10 -2.15 -4.59 0.69
H26 -3.38 -3.32 2.67
H27 -4.93 -3.73 1.80
H28 -3.06 -5.58 2.29
O11 3.04 -0.11 -4.06
C19 2.62 0.99 -4.41
O12 2.13 1.31 -5.57
C20 2.15 2.75 -5.85
C21 2.29 3.29 -4.45
F4 1.10 3.49 -3.89
O13 2.82 2.18 -3.81
H29 2.93 3.07 -6.55
H30 1.20 3.09 -6.26
H31 2.86 4.23 -4.41
O14 -2.33 -5.30 -5.71
C22 -1.36 -4.82 -5.11
O15 -1.03 -5.09 -3.76
C23 0.23 -4.54 -3.48
C24 0.48 -3.62 -4.61
F5 1.79 -3.69 -4.94
O16 -0.40 -4.10 -5.58
H32 0.18 -3.92 -2.58
H33 1.02 -5.27 -3.33
H34 0.16 -2.62 -4.33
O17 2.83 -8.11 -0.66
C25 2.63 -7.03 -0.14
O18 3.55 -6.36 0.44
C26 3.13 -5.05 0.88
C27 1.61 -5.12 0.79
F6 1.13 -4.12 0.19
O19 1.41 -6.40 0.08
H35 3.43 -4.81 1.89
H36 3.50 -4.23 0.26
H37 1.19 -5.14 1.79
O20 7.01 -4.64 -1.35
C28 6.18 -3.91 -1.89
O21 6.13 -3.60 -3.17
C29 5.09 -2.67 -3.25
C30 4.29 -2.67 -2.00
F7 3.23 -3.47 -2.25
O22 5.22 -3.22 -1.16
H38 5.63 -1.73 -3.37
H39 4.50 -2.75 -4.17
H40 4.01 -1.64 -1.76
O23 0.08 2.73 -0.84
C31 0.39 1.54 -0.98
O24 0.43 0.82 -2.21
C32 0.80 -0.54 -2.01
C33 0.65 -0.72 -0.52
F8 1.73 -1.40 0.10
O25 0.66 0.65 -0.05
H41 0.27 -1.23 -2.68
H42 1.86 -0.52 -2.25
H43 -0.29 -1.20 -0.23
O26 -2.53 1.26 -0.54
C34 -3.33 2.17 -0.69
O27 -3.72 2.74 -1.90
C35 -4.80 3.58 -1.67
C36 -4.73 3.87 -0.18
F9 -5.97 3.87 0.34
O28 -4.03 2.75 0.29
H44 -4.93 4.36 -2.43
H45 -5.76 3.09 -1.85
H46 -4.29 4.82 0.13
O29 -0.26 -0.89 -6.22
C37 -0.88 -0.26 -5.39
O30 -0.82 1.03 -5.22
C38 -1.87 1.47 -4.34
C39 -2.80 0.17 -4.31
F10 -3.73 0.19 -5.25
O31 -1.81 -0.82 -4.58
H47 -1.45 1.79 -3.39
H48 -2.41 2.34 -4.72
H49 -3.18 0.00 -3.30
O32 3.33 4.98 -2.04
C40 3.48 4.21 -1.10
O33 4.47 3.47 -0.86
C41 4.48 2.97 0.45
C42 3.11 3.27 0.97
O34 2.60 4.06 -0.07
H50 4.47 1.88 0.35
H51 5.29 3.37 1.06
H52 3.19 3.92 1.85
H53 2.47 2.42 1.20

Löwdin population analysis, charges in e, atoms 1 to 6: -0.04, -0.46, -0.04, -0.15, -0.17, -0.14

=====

Record 2
Here is a cluster of 11 separate species, C42H53F21N4O14 in total at a distorted geometry from the OMol25 dataset. Energies are from wB97M-V/def2-TZVPD.

Values from the calculation:
**Highest occupied orbital energy**: -8.2 eV
**LUMO**: 0.42 eV
**Largest force on an atom**: 3.09 eV/A

CARTESIAN COORDINATES (ANGSTROEM)
C1 -3.19 0.20 27.11
C2 -3.69 -0.24 25.75
O1 -4.54 0.81 25.12
C3 -4.70 0.57 23.83
O2 -4.37 -0.40 23.21
C4 -5.55 1.72 23.20
F1 -5.15 2.97 23.64
F2 -5.31 1.67 21.90
F3 -6.83 1.57 23.48
H1 -4.04 0.74 27.50
H2 -2.39 0.94 26.95
H3 -2.83 -0.59 27.75
H4 -4.36 -1.11 25.77
H5 -2.95 -0.52 25.02
C5 -11.85 6.57 27.77
C6 -10.55 6.49 28.53
O3 -9.91 7.78 28.55
C7 -8.73 7.87 29.09
O4 -8.05 6.96 29.52
C8 -8.30 9.35 29.19
F4 -9.03 10.00 30.06
F5 -7.03 9.49 29.61
F6 -8.38 9.95 28.00
H6 -12.58 7.20 28.20
H7 -12.29 5.56 27.90
H8 -11.55 6.77 26.73
H9 -9.86 5.73 28.10
H10 -10.59 6.10 29.55
C9 -4.72 4.60 27.49
C10 -6.03 4.47 28.23
O5 -6.36 3.01 28.41
C11 -6.77 2.39 27.32
O6 -6.98 2.86 26.23
C12 -6.98 0.84 27.57
F7 -7.06 0.17 26.44
F8 -6.04 0.27 28.33
F9 -8.21 0.82 28.17
H11 -4.31 5.60 27.69
H12 -4.86 4.46 26.44
H13 -4.03 3.85 27.87
H14 -6.87 4.92 27.69
H15 -5.89 4.80 29.24
C13 -4.03 6.39 23.42
C14 -5.48 6.29 23.08
O7 -6.28 6.60 24.26
C15 -7.56 6.59 24.05
O8 -8.14 6.29 23.01
C16 -8.32 7.04 25.31
F10 -9.40 7.77 25.00
F11 -8.75 6.00 25.99
F12 -7.56 7.78 26.13
H16 -3.40 6.22 22.52
H17 -3.74 5.59 24.18
H18 -3.78 7.36 23.80
H19 -5.75 5.28 22.76
H20 -5.80 6.98 22.26
C17 -8.18 7.86 17.02
C18 -6.90 7.27 17.63
O9 -7.26 6.08 18.37
C19 -6.27 5.25 18.62
O10 -5.11 5.34 18.20
C20 -6.74 4.05 19.50
F13 -5.87 3.06 19.46
F14 -6.76 4.50 20.73
F15 -7.95 3.61 19.07
H21 -8.82 6.98 16.80
H22 -7.93 8.42 16.15
H23 -8.67 8.61 17.59
H24 -6.25 7.87 18.32
H25 -6.16 7.02 16.89
C21 -12.38 4.41 20.33
C22 -13.54 3.58 19.76
O11 -14.32 2.90 20.75
C23 -15.04 1.90 20.37
O12 -15.11 1.54 19.22
C24 -15.69 1.14 21.56
F16 -16.27 2.02 22.43
F17 -16.58 0.26 21.22
F18 -14.76 0.52 22.31
H26 -12.71 5.22 20.94
H27 -11.79 4.74 19.46
H28 -11.78 3.78 20.96
H29 -13.15 2.80 19.12
H30 -14.19 4.15 19.12
C25 -9.31 3.39 22.71
C26 -9.54 3.17 24.25
O13 -10.98 2.91 24.53
C27 -11.78 3.97 24.38
O14 -11.53 5.11 24.06
C28 -13.27 3.56 24.67
F19 -14.11 4.53 24.42
F20 -13.54 2.56 23.84
F21 -13.42 3.17 25.94
H31 -9.78 2.53 22.16
H32 -8.21 3.25 22.69
H33 -9.63 4.38 22.35
H34 -9.25 4.01 24.87
H35 -9.05 2.23 24.50
C29 -11.51 0.77 21.02
C30 -10.58 1.20 20.12
C31 -9.35 0.66 20.47
N1 -9.54 -0.05 21.63
C32 -10.86 -0.02 21.95
H36 -12.55 0.89 20.94
H37 -10.70 1.89 19.28
H38 -8.39 0.88 20.03
H39 -8.81 -0.51 22.19
H40 -11.18 -0.53 22.81
C33 -15.17 7.33 19.86
C34 -14.89 8.50 20.70
C35 -15.17 8.10 21.97
N2 -15.54 6.80 22.03
C36 -15.48 6.31 20.73
H41 -15.06 7.30 18.76
H42 -14.58 9.49 20.48
H43 -14.94 8.63 22.84
H44 -15.79 6.34 22.88
H45 -15.64 5.25 20.55
C37 -18.27 0.88 26.82
C38 -16.88 0.45 26.63
C39 -16.59 0.92 25.39
N3 -17.70 1.55 24.84
C40 -18.72 1.55 25.74
H46 -18.79 0.67 27.70
H47 -16.26 -0.04 27.39
H48 -15.61 0.87 24.91
H49 -17.60 2.01 23.98
H50 -19.70 2.02 25.57
C41 -11.31 8.34 21.65
C42 -10.12 8.11 20.88
N4 -9.14 8.07 20.31
H51 -11.40 9.37 21.98
H52 -11.25 7.73 22.54
H53 -12.23 8.04 21.08

Löwdin population analysis, charges in e, atoms 1 to 6: -0.04, -0.17, 0.02, -0.40, 0.17, -0.52

=====

Record 3
Here is a structure of composition C42H54BF4N10OPdSbSi3 at a distorted geometry from the OMol25 dataset. Energies are from wB97M-V/def2-TZVPD.

Values from the calculation:
**Highest occupied orbital energy (alpha / beta)**: -13.0 / -13.0 eV
**LUMO (alpha / beta)**: -5.01 / -7.80 eV
**Largest force on an atom**: 2.34 eV/A
**Relative energy (zero: lowest compared OMol25 entry of this formula, charge and spin)**: 0.00 kJ/mol
**Multiplicity**: 5
**Net charge**: +2

CARTESIAN COORDINATES (ANGSTROEM)
Pd1 -0.53 0.03 -0.75
C1 -3.24 -0.40 2.34
Sb1 -1.47 -1.29 1.38
C2 -2.47 1.26 -0.25
C3 -3.01 1.08 -1.53
C4 -4.32 1.35 -2.00
C5 -4.64 1.07 -3.31
C6 -3.67 0.55 -4.17
C7 -2.40 0.31 -3.65
N1 -2.10 0.55 -2.39
Si1 -2.31 2.88 0.71
C8 -1.04 2.69 2.12
C9 -3.98 3.52 1.40
C10 -1.77 4.00 -0.74
C11 -1.47 -3.41 2.21
C12 -0.31 -4.02 1.51
C13 0.27 -5.23 1.88
C14 1.39 -5.68 1.20
C15 1.87 -4.95 0.13
C16 1.20 -3.79 -0.22
N2 0.16 -3.33 0.47
Si2 -1.04 -3.25 4.12
C17 0.71 -2.50 4.14
C18 -2.23 -2.11 5.06
C19 -1.15 -4.96 4.93
Si3 -3.04 -4.24 1.60
C20 -2.98 -6.12 1.40
C21 -4.69 -3.70 2.37
C22 -4.54 -3.58 -0.79
H1 -2.95 0.50 2.87
H2 -3.69 -1.09 3.05
H3 -3.96 -0.11 1.58
H4 -5.06 1.75 -1.32
H5 -5.64 1.25 -3.68
H6 -3.88 0.36 -5.20
H7 -1.60 -0.07 -4.28
H8 -1.43 3.04 3.07
H9 -0.16 3.29 1.89
H10 -0.70 1.66 2.24
H11 -4.35 2.97 2.26
H12 -4.76 3.54 0.65
H13 -3.83 4.55 1.72
H14 -1.25 3.44 -1.51
H15 -1.08 4.76 -0.39
H16 -2.63 4.49 -1.19
H17 -0.14 -5.81 2.69
H18 1.89 -6.59 1.51
H19 2.72 -5.29 -0.44
H20 1.50 -3.20 -1.07
H21 0.70 -1.48 3.76
H22 1.41 -3.08 3.54
H23 1.11 -2.46 5.14
H24 -2.11 -1.06 4.80
H25 -2.00 -2.19 6.12
H26 -3.27 -2.38 4.96
H27 -0.21 -5.50 4.90
H28 -1.92 -5.59 4.49
H29 -1.40 -4.84 5.98
H30 -3.14 -6.58 2.37
H31 -2.03 -6.50 1.05
H32 -3.76 -6.51 0.75
H33 -4.63 -3.78 3.46
H34 -5.49 -4.37 2.07
H35 -4.99 -2.69 2.14
H36 -4.61 -3.22 -1.82
H37 -5.18 -2.95 -0.17
H38 -4.91 -4.60 -0.73
C23 5.09 -0.39 -1.20
N3 3.78 -0.60 -0.63
C24 2.60 -0.64 -1.26
N4 1.63 -0.80 -0.36
C25 2.30 -0.83 0.82
N5 3.59 -0.73 0.68
C26 5.20 -1.13 -2.50
C27 5.65 -0.53 -3.67
C28 5.60 -1.22 -4.88
C29 5.02 -2.47 -4.95
C30 4.58 -3.08 -3.78
C31 4.74 -2.43 -2.56
C32 3.75 -4.27 -3.69
N6 3.70 -5.03 -2.64
N7 2.57 -5.74 -2.72
C33 1.97 -5.39 -3.81
O1 2.69 -4.47 -4.50
C34 0.56 -5.62 -4.07
C35 -0.02 -5.67 -5.33
C36 -1.40 -5.73 -5.44
C37 -2.20 -5.67 -4.31
C38 -1.63 -5.60 -3.05
C39 -2.44 -5.42 -1.79
N8 -2.25 -4.08 -1.26
C40 -1.61 -3.07 -1.90
N9 -1.83 -1.91 -1.42
C41 -2.71 -2.06 -0.31
N10 -3.16 -3.49 -0.30
C42 -0.25 -5.63 -2.93
H39 5.81 -0.74 -0.46
H40 5.23 0.69 -1.35
H41 2.48 -0.57 -2.32
H42 1.83 -0.98 1.78
H43 6.01 0.49 -3.64
H44 5.98 -0.74 -5.77
H45 4.90 -2.97 -5.90
H46 4.43 -2.94 -1.66
H47 0.60 -5.67 -6.22
H48 -1.85 -5.79 -6.42
H49 -3.28 -5.68 -4.42
H50 -2.09 -6.14 -1.04
H51 -3.49 -5.60 -2.01
H52 -0.95 -3.26 -2.73
H53 -3.57 -1.39 -0.43
H54 0.22 -5.59 -1.96
F1 0.73 1.30 -2.29
B1 1.36 2.24 -1.39
F2 1.09 3.49 -1.76
F3 2.67 1.95 -1.28
F4 0.70 1.91 -0.14

Löwdin population analysis, charges in e, atoms 1 to 6: 0.96, -0.26, 1.52, -0.12, -0.40, 0.01

=====

Record 4
Here is a structure of composition C42H54Br2F4N4OPTi at a distorted geometry from the OMol25 dataset. Energies are from wB97M-V/def2-TZVPD.

Values from the calculation:
**Highest occupied orbital energy**: -16.4 eV
**LUMO**: -10.12 eV
**Largest force on an atom**: 1.20 eV/A
**Relative energy (zero: lowest compared OMol25 entry of this formula, charge and spin)**: 10.44 kJ/mol
**Net charge**: +3

CARTESIAN COORDINATES (ANGSTROEM)
Ti1 0.73 -0.84 0.23
C1 3.99 -0.30 -0.81
C2 3.43 -1.51 -1.51
N1 1.96 -1.81 -1.23
C3 1.76 -3.29 -1.08
C4 2.07 -3.64 0.34
N2 1.20 -2.82 1.23
C5 1.52 -3.15 2.66
C6 0.68 -2.42 3.71
C7 -0.45 -1.55 3.18
N3 -0.03 -0.48 2.23
C8 0.90 0.49 2.89
C9 2.33 0.14 2.60
N4 2.49 0.08 1.12
C10 3.85 -0.38 0.71
H1 3.52 0.62 -1.17
H2 5.04 -0.22 -1.07
H3 3.98 -2.39 -1.19
H4 3.54 -1.42 -2.58
H5 1.45 -1.52 -2.08
H6 2.41 -3.83 -1.77
H7 0.74 -3.53 -1.34
H8 3.10 -3.40 0.58
H9 1.93 -4.71 0.53
H10 0.26 -3.22 1.11
H11 2.59 -2.95 2.80
H12 1.40 -4.23 2.77
H13 1.32 -1.83 4.37
H14 0.20 -3.16 4.35
H15 -0.93 -1.07 4.03
H16 -1.20 -2.16 2.69
H17 -0.88 0.05 2.04
H18 0.72 0.52 3.96
H19 0.67 1.48 2.49
H20 2.61 -0.83 3.00
H21 3.01 0.88 3.02
H22 2.42 1.04 0.78
H23 3.99 -1.39 1.07
H24 4.59 0.25 1.20
C11 2.87 6.59 -0.24
C12 2.39 5.99 -1.57
C13 3.57 5.92 -2.54
C14 1.28 6.88 -2.17
C15 1.79 4.61 -1.31
C16 2.06 3.51 -2.14
C17 1.52 2.29 -1.83
Br1 1.83 0.92 -3.09
C18 0.69 2.09 -0.72
O1 0.42 0.76 -0.33
C19 0.24 3.21 0.01
C20 0.87 4.41 -0.30
C21 -0.96 3.32 1.00
C22 -1.96 4.32 0.39
C23 -1.75 2.01 1.20
C24 -0.48 3.91 2.34
H25 3.38 7.53 -0.43
H26 3.57 5.93 0.28
H27 2.04 6.82 0.44
H28 4.03 6.91 -2.62
H29 3.25 5.64 -3.55
H30 4.34 5.22 -2.21
H31 1.68 7.88 -2.34
H32 0.42 6.96 -1.50
H33 0.94 6.48 -3.13
H34 2.67 3.61 -3.03
H35 0.58 5.28 0.28
H36 -2.23 4.04 -0.63
H37 -1.58 5.35 0.37
H38 -2.87 4.33 0.99
H39 -2.66 2.01 0.59
H40 -2.07 1.90 2.24
H41 -1.21 1.13 0.89
H42 -0.15 4.94 2.23
H43 0.35 3.37 2.80
H44 -1.31 3.92 3.06
F1 -3.03 -5.78 -5.36
C25 -2.74 -5.01 -4.33
C26 -3.39 -5.18 -3.13
F2 -4.31 -6.12 -3.01
C27 -3.09 -4.37 -2.05
F3 -3.80 -4.59 -0.95
C28 -2.12 -3.37 -2.12
P1 -1.73 -2.35 -0.63
C29 -2.02 -3.55 0.71
C30 -2.89 -3.33 1.77
C31 -3.08 -4.32 2.73
C32 -2.41 -5.53 2.64
C33 -1.53 -5.75 1.58
C34 -1.34 -4.77 0.62
C35 -3.06 -1.12 -0.67
C36 -4.40 -1.42 -0.39
C37 -5.38 -0.47 -0.61
C38 -5.05 0.78 -1.14
C39 -3.73 1.07 -1.45
C40 -2.74 0.13 -1.21
C41 -1.51 -3.19 -3.37
Br2 -0.41 -1.72 -3.74
C42 -1.81 -3.99 -4.45
F4 -1.24 -3.80 -5.63
H45 -3.43 -2.40 1.85
H46 -3.78 -4.15 3.54
H47 -2.58 -6.30 3.37
H48 -1.02 -6.70 1.50
H49 -0.70 -4.99 -0.23
H50 -4.69 -2.39 -0.02
H51 -6.41 -0.71 -0.39
H52 -5.83 1.50 -1.33
H53 -3.48 2.03 -1.89
H54 -1.72 0.36 -1.49

Löwdin population analysis, charges in e, atoms 1 to 6: 1.10, -0.16, -0.17, -0.15, -0.17, -0.16

=====

The lowest largest force on an atom belongs to which entry?
C42H54Br2F4N4OPTi